Record 1
The following is a DFT calculation (the ωB97M-V functional and the def2-TZVPD basis) of a structure of composition C20H42NP3SY at a distorted geometry.

* LUMO level (spin up / spin down): -10.56 / -11.42 eV
* HOMO-LUMO gap (spin up / spin down): 5.969 / 4.876 eV
* net charge: +3

Each line ends with the natural charge from an NBO analysis.
CARTESIAN COORDINATES (ANGSTROEM)
1 Y -0.19321 0.20598 -0.21628  1.563
2 P -1.82337 2.44239 0.35708  0.900
3 P -2.03144 -1.49031 1.30998  0.724
4 P 1.89150 1.96480 -0.66016  0.792
5 H -0.62890 -5.01938 -0.88559  0.205
6 C 0.39557 -4.77267 -1.10426  -0.393
7 C 1.33017 -4.55668 -0.16121  -0.407
8 H 1.11652 -4.69322 0.90726  0.205
9 C -3.13737 2.76288 -0.86100  -0.923
10 C -2.81718 2.38035 1.86445  -0.935
11 C -1.04460 4.09772 0.54808  -0.924
12 C -1.66189 -3.28145 1.46273  -0.928
13 C -2.41047 -1.12038 3.07145  -0.917
14 C -3.73433 -1.58894 0.62276  -0.912
15 C 3.37016 0.95733 -0.97353  -0.932
16 C 2.56785 3.02736 0.67865  -0.906
17 C 1.91661 3.10868 -2.08054  -0.922
18 H 0.69556 -4.82814 -2.15790  0.197
19 H 2.37301 -4.35203 -0.44275  0.203
20 H -3.68336 3.65803 -0.53875  0.282
21 H -3.83436 1.91463 -0.90082  0.267
22 H -2.71078 2.92721 -1.85702  0.262
23 H -3.43235 3.28762 1.91695  0.283
24 H -2.18058 2.35630 2.75124  0.256
25 H -3.48899 1.51951 1.89079  0.261
26 H -1.85339 4.82264 0.63466  0.273
27 H -0.42468 4.31565 -0.32953  0.240
28 H -0.40855 4.07737 1.44079  0.250
29 H -2.57458 -3.86971 1.31919  0.268
30 H -1.28103 -3.48270 2.46812  0.255
31 H -0.91283 -3.61931 0.74142  0.256
32 H -3.39916 -1.51013 3.34929  0.272
33 H -2.39539 -0.04197 3.26213  0.230
34 H -1.65630 -1.59462 3.71140  0.248
35 H -4.37889 -2.19582 1.27550  0.268
36 H -3.68445 -2.05134 -0.37279  0.256
37 H -4.16623 -0.58281 0.52147  0.232
38 H 4.07342 1.55234 -1.56994  0.271
39 H 3.09851 0.04273 -1.51782  0.244
40 H 3.84633 0.68757 -0.02082  0.262
41 H 3.25562 3.73852 0.18596  0.274
42 H 3.11910 2.35078 1.35720  0.250
43 H 1.76545 3.55901 1.22480  0.243
44 H 2.95273 3.43830 -2.22096  0.271
45 H 1.27096 3.97958 -1.90735  0.255
46 H 1.58303 2.57827 -2.98389  0.252
47 C 0.94636 -1.69433 -3.39867  -0.104
48 C 0.47985 -0.69217 -4.29069  -0.183
49 C 0.90850 -0.70646 -5.61539  -0.183
50 C 1.82227 -1.69251 -6.04523  -0.038
51 C 2.33725 -2.64101 -5.14006  -0.179
52 C 1.94091 -2.61479 -3.79163  -0.171
53 S 0.13939 -1.84432 -1.86968  -0.080
54 H -0.19931 2.23060 -0.20215  -0.139
55 H -0.23546 0.03671 -3.90250  0.220
56 H 0.51658 0.05066 -6.30969  0.261
57 H 2.13336 -1.72529 -7.09517  0.263
58 H 3.05521 -3.40726 -5.47710  0.270
59 H 2.33526 -3.30493 -3.03536  0.254
60 C 0.60464 -0.23901 5.44545  -0.594
61 C 1.53167 0.35448 4.37902  -0.571
62 C 1.06469 0.30310 3.02200  0.615
63 N 0.65880 0.32657 1.92583  -0.638
64 H -0.38446 0.21971 5.40021  0.222
65 H 0.97038 -0.03027 6.45294  0.271
66 H 0.49487 -1.32089 5.36565  0.234
67 H 1.69320 1.40677 4.62546  0.296
68 H 2.51261 -0.11734 4.44637  0.303

Record 2
The following is a DFT calculation (the ωB97M-V functional and the def2-TZVPD basis) of a cluster of 2 separate species, C5H7PS in total at a distorted geometry.

* LUMO level: -0.18 eV
* HOMO-LUMO gap: 8.196 eV

Each line ends with the natural charge from an NBO analysis.
CARTESIAN COORDINATES (ANGSTROEM)
1 C 1.43073 -1.18880 0.06472  -0.247
2 C 1.99274 0.07502 -0.10297  -0.208
3 C 0.19103 -1.19952 0.58669  -0.486
4 C 1.19751 1.16023 0.35437  -0.540
5 C -1.67967 0.92879 0.04925  -0.820
6 P -0.27609 0.49065 1.07467  0.861
7 S -3.00964 -0.20755 -0.16648  0.043
8 H 1.85414 -2.14761 -0.26712  0.223
9 H 3.05801 0.10623 -0.46443  0.222
10 H -0.60621 -1.94655 0.48427  0.230
11 H 1.66630 2.16615 0.35400  0.247
12 H -1.34715 1.12051 -1.60768  0.119
13 H -2.14346 1.90381 0.17803  0.249
14 H -2.32824 -1.26136 -0.53731  0.108

Record 3
The following is a DFT calculation (the ωB97M-V functional and the def2-TZVPD basis) of the ion C32H52N4O4 with charge +2 at a distorted geometry.

* LUMO level: -2.98 eV
* HOMO-LUMO gap: 9.687 eV
* net charge: +2

Each line ends with the natural charge from an NBO analysis.
CARTESIAN COORDINATES (ANGSTROEM)
1 C 7.80702 -0.92251 -0.68043  -0.414
2 N 6.95425 -0.49595 -1.76997  -0.421
3 C 7.24462 -0.89905 -3.00870  0.894
4 O 8.20215 -1.56738 -3.32745  -0.663
5 O 6.29826 -0.45275 -3.91663  -0.523
6 C 6.42488 -0.65496 -5.25474  0.410
7 C 7.63309 -0.91056 -5.89309  -0.326
8 C 7.67079 -1.11702 -7.26543  0.127
9 C 6.51344 -1.02449 -8.01756  -0.248
10 C 5.31464 -0.73206 -7.37716  -0.173
11 C 5.25705 -0.55712 -6.01260  -0.231
12 H 4.32553 -0.34575 -5.51401  0.239
13 H 4.41436 -0.65469 -7.96511  0.238
14 H 6.49593 -1.17021 -9.08306  0.232
15 N 8.99181 -1.44935 -7.86416  -0.221
16 C 9.48067 -2.70888 -7.26166  -0.409
17 H 10.45261 -2.96704 -7.67867  0.231
18 H 9.57486 -2.61343 -6.18239  0.248
19 H 8.77621 -3.51147 -7.47398  0.240
20 C 8.92625 -1.63606 -9.32527  -0.414
21 H 8.58968 -0.72221 -9.81116  0.239
22 H 9.91838 -1.88119 -9.70147  0.238
23 H 8.25360 -2.45403 -9.57535  0.239
24 C 9.94318 -0.35268 -7.58685  -0.407
25 H 10.90355 -0.56762 -8.05258  0.233
26 H 10.09623 -0.23407 -6.51746  0.240
27 H 9.55270 0.58079 -7.98926  0.240
28 H 8.51733 -0.97416 -5.28374  0.268
29 C 5.78706 0.29183 -1.42247  -0.207
30 H 6.06498 0.92575 -0.57646  0.205
31 H 5.52616 0.93582 -2.26394  0.219
32 C 4.58584 -0.57654 -1.03871  -0.401
33 C 3.42970 0.27864 -0.52485  -0.390
34 C 2.26752 -0.57022 -0.01271  -0.384
35 C 1.15424 0.29326 0.57709  -0.385
36 C 0.03696 -0.54504 1.19468  -0.386
37 C -1.03501 0.32885 1.84346  -0.391
38 C -2.09865 -0.50442 2.55672  -0.391
39 C -3.14249 0.35842 3.26975  -0.409
40 H -3.68817 -0.25159 3.99213  0.211
41 H -2.62165 1.13650 3.82964  0.209
42 C -4.16228 1.01791 2.32649  -0.215
43 N -5.39442 0.25859 2.20720  -0.425
44 C -6.39265 0.35022 3.09141  0.894
45 O -7.43086 -0.27166 3.04853  -0.662
46 O -6.08904 1.26639 4.08085  -0.522
47 C -6.93973 1.60678 5.08404  0.409
48 C -8.29009 1.27989 5.12483  -0.337
49 C -9.07429 1.67726 6.19990  0.129
50 C -8.52656 2.42251 7.22828  -0.249
51 C -7.17909 2.76096 7.17194  -0.171
52 C -6.38535 2.35960 6.12160  -0.229
53 H -5.33907 2.61361 6.08065  0.240
54 H -6.75307 3.34330 7.97284  0.239
55 H -9.09664 2.75487 8.07752  0.232
56 N -10.50227 1.25813 6.18804  -0.221
57 C -11.24889 1.74112 7.36426  -0.414
58 H -10.81623 1.34357 8.28018  0.240
59 H -11.24397 2.82891 7.39794  0.239
60 H -12.28206 1.40332 7.29815  0.238
61 C -11.15698 1.79863 4.97796  -0.408
62 H -10.69220 1.40457 4.07787  0.241
63 H -12.21099 1.52583 4.97300  0.232
64 H -11.06942 2.88399 4.96890  0.241
65 C -10.56422 -0.21941 6.17966  -0.409
66 H -10.06815 -0.61005 7.06676  0.240
67 H -10.06694 -0.62327 5.30096  0.245
68 H -11.60229 -0.54753 6.17744  0.231
69 H -8.68532 0.69674 4.31122  0.274
70 C -5.50021 -0.71327 1.14059  -0.412
71 H -4.78910 -1.52680 1.28981  0.201
72 H -5.30287 -0.23259 0.18232  0.205
73 H -6.50863 -1.12094 1.14032  0.246
74 H -3.74329 1.11415 1.32414  0.207
75 H -4.41328 2.01653 2.68818  0.222
76 H -2.58302 -1.16936 1.83999  0.192
77 H -1.60363 -1.13203 3.30062  0.210
78 H -1.49645 0.95679 1.07833  0.190
79 H -0.56017 0.99279 2.56945  0.197
80 H -0.41753 -1.17312 0.42515  0.196
81 H 0.46394 -1.20761 1.95089  0.197
82 H 0.74020 0.93655 -0.20268  0.195
83 H 1.57803 0.94141 1.34770  0.195
84 H 1.86804 -1.17744 -0.82776  0.196
85 H 2.63496 -1.25217 0.75739  0.197
86 H 3.07840 0.93704 -1.32210  0.197
87 H 3.79022 0.91097 0.28974  0.197
88 H 4.88367 -1.27929 -0.25828  0.201
89 H 4.26553 -1.15708 -1.90578  0.202
90 H 8.59867 -1.55118 -1.08076  0.247
91 H 7.23238 -1.49084 0.05085  0.204
92 H 8.24767 -0.05268 -0.19091  0.205

Record 4
The following is a DFT calculation (the ωB97M-V functional and the def2-TZVPD basis) of the molecule C4H7NO2.

* SMILES string: C[C@@]1(C(N)=O)CO1
* LUMO level: 0.90 eV
* HOMO-LUMO gap: 10.703 eV

Each line ends with the natural charge from an NBO analysis.
CARTESIAN COORDINATES (ANGSTROEM)
1 C -1.35947 0.47684 0.84719  -0.624
2 C -0.24426 0.19545 -0.12106  0.117
3 C -0.23246 0.67354 -1.50548  -0.090
4 O 0.56932 1.30017 -0.50611  -0.505
5 C 0.51386 -1.07333 0.21701  0.647
6 O -0.05729 -2.14649 0.31623  -0.612
7 N 1.83100 -0.86604 0.44629  -0.817
8 H -1.86256 1.41542 0.60334  0.221
9 H -2.06930 -0.35354 0.84235  0.241
10 H -0.94757 0.55373 1.85950  0.220
11 H 0.32358 0.12398 -2.26471  0.190
12 H -1.06224 1.27147 -1.88424  0.188
13 H 2.38539 -1.63679 0.78304  0.405
14 H 2.21200 0.06560 0.36665  0.417

Energy above the lowest of the compared OMol25 structures with the same formula, charge and spin across the listed records, respectively: 135.31; 349.55; 0.00; 111.51 kJ/mol.